a.
A 2-piece molecular cluster, C4H9N2 overall, computed with ωB97M-V/def2-TZVPD.

HOMO energy = -14.45 eV
orbital gap = 9.863 eV
total charge = +1
2S+1 = 1

Each line ends with the natural charge from an NBO analysis.
Geometry (Å):
1 C 1.49184 -0.76886 3.70774  -0.467
2 C -1.01805 0.15326 -2.48217  0.357
3 C 0.46185 -0.68763 1.36166  0.216
4 C -1.16242 0.46005 -1.11134  -0.704
5 N 0.94058 -0.82438 2.41815  -0.464
6 N -0.52646 0.93089 -3.41208  -0.621
7 H 2.59103 -0.47379 3.76037  0.244
8 H 0.89063 -0.06321 4.30974  0.246
9 H -1.16840 -0.91694 -2.67239  0.229
10 H -0.49030 -0.27348 -0.73186  0.327
11 H -2.12690 0.17000 -0.76370  0.294
12 H -0.89365 1.49150 -1.05319  0.230
13 H 1.69947 -1.78699 4.13307  0.249
14 H -0.37125 0.78126 -4.39999  0.454
15 H -0.31798 1.80832 -3.06401  0.409



b.
A 2-piece molecular cluster, C4H9N2 overall, computed with ωB97M-V/def2-TZVPD.

HOMO energy = -14.89 eV
orbital gap = 10.087 eV
total charge = +1
2S+1 = 1

Each line ends with the natural charge from an NBO analysis.
Geometry (Å):
1 C 1.53485 -1.31238 -1.64406  -0.014
2 C 0.69272 -0.92534 -0.86411  -0.161
3 C -0.10202 -0.76998 1.59990  -0.670
4 C -0.31134 -0.57387 0.09729  0.461
5 N 0.33777 1.66579 -0.05145  -1.013
6 N -1.42977 -0.25560 -0.49151  -0.680
7 H 2.17941 -1.21624 -2.45769  0.258
8 H -0.90980 -1.44910 1.73899  0.253
9 H -0.24264 0.10750 2.19742  0.270
10 H 0.79250 -1.31616 1.96805  0.280
11 H 1.26713 1.90239 0.08597  0.383
12 H -0.16496 2.41067 0.39627  0.379
13 H -1.46993 -0.21740 -1.58623  0.450
14 H -2.29795 0.15022 -0.01280  0.444
15 H 0.12402 1.79949 -0.97602  0.361



The structure shown above that is least stable: b.